The following is a DFT calculation (the ωB97M-V functional and the def2-TZVPD basis) of a molecular structure, C10H28LiN2O3 at a distorted geometry.

Properties
**ΔE to the lowest compared entry with this formula, charge and spin**: 0.00 kcal per mole
**E_HOMO**: -13.06 eV
**Charge**: +1

CARTESIAN COORDINATES (ANGSTROEM)
Li -0.26319 0.08086 -0.20222
C -0.60582 0.42218 3.82147
C -0.37753 -0.77712 2.87399
O -1.09401 -0.54741 1.64415
H -0.27507 1.35839 3.39600
H -0.08262 0.23773 4.76508
H -1.68349 0.49998 4.00485
H -0.68166 -1.76010 3.25144
H 0.70234 -0.85142 2.57959
H -2.03021 -0.71318 1.78889
C 3.99951 0.98702 -0.45111
C 2.57806 0.41297 -0.61018
C 2.46776 -1.01025 -0.12616
O 1.10579 -1.51417 -0.22369
C 0.97323 -2.91529 0.15329
N 1.59080 1.23759 0.15136
H 4.26324 0.93908 0.60824
H 3.87404 2.01952 -0.72101
H 4.85379 0.60190 -1.00899
H 2.26295 0.49337 -1.64113
H 2.80533 -1.10324 0.91481
H 3.18983 -1.59731 -0.71767
H -0.07121 -3.13979 0.05851
H 1.34512 -3.05812 1.17004
H 1.51432 -3.50430 -0.57963
H 1.79524 1.29244 1.15057
H 1.54638 2.17964 -0.21347
C -2.40063 -1.35878 -1.84053
C -1.94915 -0.08354 -2.52010
C -2.51997 1.16435 -1.82648
O -2.05500 1.17704 -0.51957
C -2.12828 2.43388 0.18165
N -0.46840 -0.01408 -2.38184
H -2.03782 -1.41228 -0.80873
H -1.98455 -2.19115 -2.38303
H -3.49043 -1.46309 -1.80839
H -2.41011 -0.06395 -3.51434
H -3.59945 1.14173 -1.86462
H -2.18585 2.05464 -2.39744
H -1.55656 2.36889 1.11155
H -3.11036 2.69158 0.57795
H -1.76427 3.28219 -0.39678
H 0.00994 -0.84333 -2.74420
H -0.05204 0.84493 -2.70209

natural (NBO) population analysis, charges in e, atoms 1 to 4: atom 1 (Li): 0.852, atom 2 (C): -0.634, atom 3 (C): -0.062, atom 4 (O): -0.773